No. 1
The following is a DFT calculation (the ωB97M-V functional and the def2-TZVPD basis) of a 2-piece molecular cluster, H5NS3Si overall.

XYZ file:
```
10
Properties=species:S:1:pos:R:3
N -0.470 -0.899 1.646
Si 0.084 -0.039 0.267
S 2.905 0.812 -0.538
S -0.758 1.953 0.473
S -0.434 -1.098 -1.483
H -0.894 -1.810 1.574
H -1.052 -0.518 2.424
H 2.504 0.369 -1.739
H -1.856 1.613 -0.229
H -0.029 -0.383 -2.396
```

- lowest unoccupied orbital energy (eV) = -1.117
- E (Eh) = -1541.82506
- ΔE to the lowest compared entry with this formula, charge and spin (eV) = 2.307
- total charge = 0
- HOMO level (eV) = -8.5

=====

No. 2
The following is a DFT calculation (the ωB97M-V functional and the def2-TZVPD basis) of one molecule with the formula C2H5NS.

XYZ file:
```
9
Properties=species:S:1:pos:R:3
C -1.348 -1.028 -1.385
N -0.333 -0.944 -0.625
S 0.079 0.594 0.103
C 1.407 0.573 1.507
H -2.124 -0.100 -1.553
H -1.955 -2.053 -1.912
H 1.065 0.274 2.688
H 2.322 -0.145 1.431
H 1.394 1.866 1.339
```

- lowest unoccupied orbital energy (eV) = 0.835
- E (Eh) = -531.99633
- ΔE to the lowest compared entry with this formula, charge and spin (eV) = 3.979
- structure (SMILES) = C=NSC
- total charge = 0
- HOMO level (eV) = -8.8

=====

No. 3
The following is a DFT calculation (the ωB97M-V functional and the def2-TZVPD basis) of a 13-piece molecular cluster, C30H82N4O13S9 overall.

XYZ file:
```
138
Properties=species:S:1:pos:R:3
C 22.753 -18.591 -1.042
S 22.116 -18.285 0.577
O 21.533 -19.614 0.944
C 23.676 -18.029 1.391
H 23.575 -19.318 -0.934
H 23.065 -17.602 -1.456
H 21.933 -19.031 -1.613
H 23.482 -17.984 2.444
H 24.241 -17.165 1.090
H 24.345 -18.886 1.228
C 15.983 -15.954 7.717
S 15.688 -17.438 6.769
O 16.791 -17.493 5.749
C 14.158 -16.982 5.936
H 16.289 -15.185 7.006
H 16.794 -16.220 8.367
H 15.141 -15.568 8.311
H 13.332 -16.671 6.609
H 13.814 -17.814 5.310
H 14.440 -16.205 5.262
C 12.630 -15.544 2.666
S 11.118 -15.288 3.661
O 11.524 -15.613 5.083
C 11.122 -13.500 3.451
H 12.787 -16.595 2.608
H 13.467 -15.141 3.265
H 12.493 -15.264 1.646
H 11.373 -13.171 2.427
H 11.745 -13.150 4.264
H 10.104 -13.221 3.572
C 20.004 -19.210 5.924
S 20.085 -19.217 4.099
O 20.431 -17.828 3.685
C 21.621 -20.106 3.978
H 19.261 -18.460 6.201
H 20.972 -18.915 6.409
H 19.675 -20.145 6.308
H 21.327 -21.089 4.340
H 22.455 -19.611 4.523
H 21.785 -20.087 2.922
C 14.853 -19.228 -1.499
S 14.771 -20.006 -3.026
O 15.580 -21.254 -2.947
C 13.048 -20.633 -2.976
H 14.912 -20.055 -0.777
H 14.051 -18.551 -1.365
H 15.833 -18.742 -1.421
H 12.953 -21.311 -2.097
H 12.910 -21.154 -3.916
H 12.306 -19.879 -2.931
C 9.823 -17.345 0.039
S 11.308 -16.769 -0.843
O 11.776 -18.006 -1.541
C 10.404 -15.821 -2.017
H 9.365 -18.038 -0.640
H 9.072 -16.556 0.250
H 10.262 -17.854 0.933
H 9.632 -16.358 -2.508
H 11.089 -15.538 -2.839
H 9.981 -14.900 -1.447
C 22.031 -12.811 -0.098
S 21.836 -14.612 -0.050
O 23.108 -15.160 -0.674
C 22.360 -14.614 1.747
H 21.187 -12.296 0.266
H 22.198 -12.433 -1.126
H 22.948 -12.644 0.519
H 21.744 -13.925 2.356
H 23.401 -14.398 1.905
H 22.137 -15.606 2.104
C 22.389 -14.637 5.271
S 20.972 -13.730 5.526
O 20.600 -13.313 4.143
C 19.838 -15.183 5.841
H 22.509 -15.260 6.162
H 23.275 -14.041 5.107
H 22.226 -15.359 4.459
H 19.866 -15.732 4.922
H 18.824 -14.727 6.072
H 20.212 -15.621 6.779
C 17.716 -16.157 2.538
S 16.122 -16.546 1.810
O 16.392 -16.399 0.339
C 16.053 -18.315 2.077
H 17.828 -16.564 3.555
H 17.959 -15.079 2.494
H 18.434 -16.696 1.960
H 16.852 -18.784 1.631
H 15.099 -18.546 1.551
H 15.953 -18.676 3.121
C 17.330 -22.122 -0.022
O 17.377 -21.753 1.135
N 18.418 -22.373 -0.694
C 18.443 -22.597 -2.108
C 19.745 -22.232 -0.007
H 16.377 -22.269 -0.549
H 19.194 -23.367 -2.286
H 18.647 -21.723 -2.778
H 17.582 -23.153 -2.561
H 19.522 -22.210 1.048
H 20.285 -23.165 -0.258
H 20.272 -21.351 -0.297
C 18.049 -14.370 -1.207
O 18.074 -13.134 -1.156
N 18.986 -15.098 -1.855
C 18.877 -16.583 -1.834
C 20.161 -14.590 -2.541
H 17.322 -14.949 -0.716
H 19.605 -17.096 -1.186
H 19.049 -17.035 -2.760
H 17.872 -16.860 -1.467
H 20.524 -13.708 -1.984
H 20.987 -15.300 -2.477
H 19.818 -14.407 -3.601
C 13.035 -13.651 -0.905
O 11.980 -13.865 -0.383
N 13.613 -12.433 -1.000
C 14.797 -12.165 -1.838
C 12.868 -11.389 -0.369
H 13.585 -14.415 -1.494
H 15.008 -13.150 -2.362
H 15.639 -11.800 -1.213
H 14.489 -11.340 -2.482
H 12.094 -10.849 -0.989
H 12.371 -11.847 0.489
H 13.463 -10.595 0.051
C 16.553 -13.442 3.896
O 15.639 -13.994 4.502
N 16.569 -12.980 2.624
C 17.729 -12.391 1.941
C 15.307 -12.814 1.984
H 17.571 -13.263 4.344
H 17.871 -11.289 2.137
H 17.704 -12.683 0.928
H 18.596 -12.892 2.511
H 15.355 -12.851 0.866
H 14.683 -13.599 2.397
H 14.729 -11.941 2.239
```

- lowest unoccupied orbital energy (eV) = 0.362
- E (Eh) = -5972.73998
- ΔE to the lowest compared entry with this formula, charge and spin (eV) = 3.863
- total charge = 0
- HOMO level (eV) = -8.3